Record 1
# C5H10N2O

A gas-phase ion, C5H10N2O (charge +2) at a distorted geometry (the ωB97M-V functional and the def2-TZVPD basis, the OMol25 dataset).

Atoms and positions in Å:
C 0.9303 0.7489 0.4795
C 1.6470 -0.2411 -0.1725
C -0.4196 1.0191 0.1821
C 3.0685 -0.4169 -0.3055
C -3.3177 -1.0704 -0.2577
N -1.1684 -0.1561 0.0487
N -0.8931 2.2433 0.2131
O -2.4602 -0.0160 -0.1209
H 1.3642 1.5584 1.0475
H 1.1688 -1.1589 -0.5328
H 3.2032 -0.4990 -1.4076
H 3.2866 -1.4311 -0.0472
H 3.7944 0.3222 0.1009
H -2.8184 -1.8730 -0.8938
H -3.2859 -1.4578 0.7419
H -4.3446 -0.6871 -0.5775
H -0.2804 3.0497 0.4212
H -1.9225 2.4491 0.0335

## Properties
**HOMO energy (spin up / spin down)**: -19.7 / -19.1 eV
**Kohn-Sham gap (spin up / spin down)**: 7.47 / 6.22 eV
**Charge**: +2
**2S+1**: 1
**DFT total energy**: -10351.0650 eV
**Energy above the lowest of the compared OMol25 structures with the same formula, charge and spin**: 127.6 kcal per mole

Record 2
# C19H26ClFN4O3

C19H26ClFN4O3 in the gas phase (the ωB97M-V functional and the def2-TZVPD basis, the OMol25 dataset).

Atoms and positions in Å:
O 2.0743 3.4496 1.4501
C 1.8614 2.4406 2.0910
C 0.8961 2.4032 3.2851
N -0.2907 1.6498 2.9590
C -1.3681 2.2173 2.1758
C -2.2731 1.0048 1.8981
N -1.4632 -0.1109 2.3311
C -1.9410 -1.4701 2.3924
C -1.5769 -2.2526 1.1545
C -0.2767 -2.7296 1.0198
C 0.1154 -3.4590 -0.0863
C -0.8215 -3.7145 -1.0723
F -0.4647 -4.4308 -2.1523
C -2.1193 -3.2467 -0.9864
C -2.4827 -2.5078 0.1292
Cl -4.1025 -1.9092 0.2118
C -0.3051 0.2878 2.9234
O 0.5676 -0.4511 3.3481
N 2.4095 1.2403 1.8317
C 3.1728 0.9892 0.6312
C 2.3359 0.2994 -0.4499
C 1.0762 1.1221 -0.7792
N 0.4100 0.8312 -2.0293
C -0.0645 -0.5323 -2.1557
C -0.9689 -0.6219 -3.3868
O -0.2903 -0.2224 -4.5529
C 0.2000 1.0916 -4.4194
C 1.1437 1.2123 -3.2216
H 1.3787 1.9177 4.1371
H 0.6071 3.4212 3.5511
H -0.9837 2.6619 1.2499
H -1.8794 2.9975 2.7470
H -3.2055 1.0496 2.4746
H -2.5269 0.9108 0.8376
H -3.0235 -1.4599 2.5394
H -1.4595 -1.9407 3.2554
H 0.4286 -2.5138 1.8085
H 1.1208 -3.8343 -0.1887
H -2.8260 -3.4548 -1.7733
H 2.1073 0.4418 2.3793
H 4.0401 0.3732 0.8854
H 3.5171 1.9612 0.2693
H 2.0465 -0.6987 -0.1126
H 2.9545 0.1951 -1.3422
H 0.3384 0.9654 0.0141
H 1.3386 2.1833 -0.7945
H -0.6325 -0.7923 -1.2601
H 0.7634 -1.2524 -2.2735
H -1.2879 -1.6513 -3.5576
H -1.8515 0.0173 -3.2310
H 0.7215 1.3190 -5.3505
H -0.6392 1.7908 -4.2869
H 1.4789 2.2457 -3.1172
H 2.0203 0.5664 -3.4005

## Properties
**HOMO energy**: -8.4 eV
**Kohn-Sham gap**: 9.01 eV
**2S+1**: 1
**SMILES**: O=C(CN1CCN(Cc2ccc(F)cc2Cl)C1=O)NCCCN1CCOCC1
**DFT total energy**: -47469.1904 eV

Record 3
# C41H35AsIrN4O6S2

A molecular structure, C41H35AsIrN4O6S2 (the ωB97M-V functional and the def2-TZVPD basis, the OMol25 dataset).

Atoms and positions in Å:
Ir 0.1339 0.5675 -1.4170
C 5.3209 5.2873 -3.7124
C 4.3947 4.6385 -2.7261
C 4.6201 4.7740 -1.3545
C 3.7530 4.2315 -0.4282
C 2.6413 3.5199 -0.8763
C 2.3955 3.3658 -2.2333
C 3.2774 3.9248 -3.1471
S 1.6436 2.8447 0.4064
O 2.2676 1.7089 1.0016
O 1.2067 3.9149 1.2512
N 0.2494 2.2735 -0.4763
C -0.9129 3.0577 -0.4893
C -1.1272 4.2904 0.1321
C -2.3729 4.9229 0.0232
C -3.4086 4.3680 -0.6835
C -3.2348 3.1182 -1.3359
C -4.2281 2.4811 -2.1045
C -3.9507 1.2844 -2.7092
C -2.6879 0.7076 -2.5351
N -1.7486 1.2912 -1.8075
C -1.9934 2.4820 -1.2256
H 5.2737 6.3730 -3.6155
H 5.0614 5.0273 -4.7364
H 6.3546 4.9919 -3.5317
H 5.4851 5.3262 -1.0092
H 3.9310 4.3591 0.6321
H 1.5181 2.8468 -2.5895
H 3.0826 3.8166 -4.2064
H -0.3451 4.7671 0.6943
H -2.5062 5.8760 0.5156
H -4.3624 4.8747 -0.7569
H -5.2015 2.9438 -2.2098
H -4.6834 0.7762 -3.3189
H -2.4266 -0.2451 -2.9735
C -0.4088 -2.8254 -4.2265
S 0.5145 -2.4036 -2.7847
O 0.2595 -3.3551 -1.7381
O 1.8651 -2.1329 -3.1661
O -0.2261 -1.0953 -2.3594
H -1.3552 -3.2646 -3.9216
H 0.1878 -3.5476 -4.7791
H -0.5580 -1.9309 -4.8264
N 6.9464 -1.0729 -0.0640
C 5.8053 -1.5400 0.4817
O 5.7766 -2.3258 1.4049
C 4.4980 -1.0309 -0.0994
C 3.3429 -1.4273 0.5564
C 2.1230 -0.9915 0.0932
N 2.0078 -0.1956 -0.9809
C 3.1149 0.1608 -1.6387
C 4.3728 -0.2335 -1.2254
H 7.8169 -1.4092 0.3135
H 6.9748 -0.4361 -0.8368
H 3.4227 -2.0714 1.4198
H 1.2003 -1.2823 0.5750
H 2.9801 0.7587 -2.5279
H 5.2216 0.0811 -1.8159
C -6.7932 -2.6402 1.0770
C -6.3030 -3.1042 -0.1349
C -4.9514 -2.9813 -0.4258
C -4.0854 -2.4064 0.5020
C -4.5818 -1.9400 1.7160
C -5.9357 -2.0522 1.9969
As -2.2016 -2.4213 0.0073
C -1.4418 -1.3910 1.4715
C -1.5123 -0.0285 1.6587
C -0.8714 0.5488 2.7565
C -0.1487 -0.2314 3.6700
C -0.0580 -1.5892 3.4936
C -0.7004 -2.1921 2.3880
C -0.7194 -3.5869 2.1078
C 0.0035 -4.5783 2.8210
C -0.1502 -5.8899 2.4792
C -1.0259 -6.2494 1.4298
C -1.7172 -5.2864 0.6905
C -1.5597 -3.9615 1.0074
H -7.8460 -2.7365 1.3061
H -6.9714 -3.5589 -0.8537
H -4.5760 -3.3326 -1.3810
H -3.9211 -1.4890 2.4465
H -6.3212 -1.6893 2.9405
H -2.0647 0.5981 0.9691
H -0.9338 1.6188 2.9111
H 0.3316 0.2429 4.5143
H 0.4850 -2.1942 4.2066
H 0.6659 -4.2973 3.6279
H 0.3940 -6.6618 3.0048
H -1.1452 -7.2960 1.1809
H -2.3547 -5.5951 -0.1274

## Properties
**HOMO energy (spin up / spin down)**: -13.6 / -13.6 eV
**Kohn-Sham gap (spin up / spin down)**: 5.64 / 4.97 eV
**Charge**: +2
**2S+1**: 2
**DFT total energy**: -146664.1233 eV
**Energy above the lowest of the compared OMol25 structures with the same formula, charge and spin**: 51.4 kcal per mole

Record 4
# C37H56BCdN9Si

A molecular structure, C37H56BCdN9Si at a distorted geometry (the ωB97M-V functional and the def2-TZVPD basis, the OMol25 dataset).

Atoms and positions in Å:
Cd -0.6830 -0.2714 -0.1693
C -0.5418 3.0315 4.5593
C -0.9310 2.0551 3.4140
C -2.3084 1.4497 3.6911
C -0.9178 2.6822 2.0414
C -0.9271 4.0532 1.6758
C -1.2497 4.0653 0.3248
N -1.3809 2.7913 -0.1121
N -1.0852 1.9374 0.9467
B -2.1841 2.2955 -1.3875
N -1.1840 1.5056 -2.2968
C -0.5715 2.1981 -3.3425
C -0.3632 1.3302 -4.3806
C -0.9389 0.0821 -4.0030
N -1.4016 0.2256 -2.7545
C -1.2287 -1.1295 -4.7816
C -0.2908 -1.2538 -5.9512
C -1.1038 -2.3506 -3.9541
N -3.3007 1.3520 -0.9365
C -4.6235 1.5011 -1.2102
C -5.2862 0.4723 -0.5639
C -4.2660 -0.3438 0.0324
N -3.0699 0.1968 -0.2187
C -4.4728 -1.6277 0.8943
C -5.5969 -1.2820 1.9192
C -4.8922 -2.7684 -0.0118
H -0.5930 2.4758 5.5067
H -1.1213 3.9368 4.5228
H 0.4829 3.3855 4.4388
H -0.1941 1.1970 3.3929
H -3.0337 2.2456 3.9025
H -2.2591 0.7645 4.5909
H -2.5562 0.9006 2.7579
H -0.7863 4.9090 2.3584
H -1.3911 4.8825 -0.3907
H -2.7114 3.1831 -1.9688
H -0.3452 3.2273 -3.2647
H 0.0706 1.6393 -5.3441
H -2.2982 -0.9747 -5.0646
H 0.7536 -1.1211 -5.6823
H -0.5235 -0.5722 -6.7604
H -0.3485 -2.3029 -6.3078
H -0.1093 -2.5294 -3.5629
H -1.1268 -3.2059 -4.7176
H -1.9205 -2.5236 -3.2457
H -4.9254 2.3845 -1.8110
H -6.3419 0.2874 -0.4457
H -3.4884 -1.8042 1.3580
H -6.6015 -1.1869 1.5061
H -5.3956 -0.3371 2.4294
H -5.5871 -2.0587 2.6798
H -5.8932 -2.6127 -0.4874
H -4.9558 -3.6935 0.6031
H -4.1671 -2.8276 -0.8478
C -0.7227 -2.3454 2.8648
Si 0.2596 -2.3245 1.2302
C 0.1502 -4.0125 0.3273
C 1.2424 -4.2540 -0.7521
C 0.0645 -5.1894 1.3583
C -1.1801 -3.9919 -0.4867
C 2.0457 -2.1054 1.9674
C 2.4194 -3.2990 2.9310
C 2.0271 -0.7698 2.7944
C 3.1551 -1.9791 0.9003
H -0.0201 -2.5999 3.6629
H -1.6166 -2.9672 2.8918
H -1.0530 -1.3376 3.1178
H 2.1852 -4.4888 -0.3041
H 1.3064 -3.3967 -1.4336
H 0.9186 -5.1529 -1.3633
H 1.0311 -5.6599 1.7371
H -0.4851 -5.9836 0.8436
H -0.5065 -4.9258 2.2918
H -1.2062 -3.3535 -1.3894
H -2.0374 -3.7481 0.0890
H -1.3165 -5.0040 -0.8796
H 1.6661 -3.5673 3.7113
H 3.3675 -3.0059 3.4249
H 2.6383 -4.2404 2.3637
H 1.1471 -0.6972 3.4647
H 2.1314 0.0782 2.1695
H 2.8251 -0.7410 3.5016
H 3.2705 -2.9618 0.2929
H 4.1338 -1.7978 1.4224
H 2.9117 -1.1140 0.2150
N 8.3125 6.8185 0.3532
C 7.4881 6.0508 0.1542
C 6.4257 5.2020 -0.2342
C 5.3178 5.0553 0.5983
C 4.4410 4.0216 0.3862
C 4.5035 3.2877 -0.7673
C 5.5636 3.5063 -1.6610
C 6.5796 4.4042 -1.3603
N 3.4021 2.4027 -1.1036
C 3.2282 1.6973 -2.3278
C 2.2573 0.7229 -2.1307
N 1.7390 0.9094 -0.8184
C 2.4651 1.8188 -0.2411
H 5.1573 5.7605 1.4015
H 3.6651 3.7591 1.1271
H 5.5583 2.9641 -2.5697
H 7.4055 4.5717 -2.0675
H 3.7477 1.9643 -3.2477
H 1.8691 -0.0500 -2.7993
H 2.2877 2.2027 0.7724

## Properties
**HOMO energy**: -7.8 eV
**Kohn-Sham gap**: 7.54 eV
**2S+1**: 1
**DFT total energy**: -65807.9920 eV
**Energy above the lowest of the compared OMol25 structures with the same formula, charge and spin**: 23.6 kcal per mole

Record 5
# C5H8N

A gas-phase ion, C5H8N (charge +1) at a distorted geometry (the ωB97M-V functional and the def2-TZVPD basis, the OMol25 dataset).

Atoms and positions in Å:
C 2.6452 0.9132 0.0151
C 1.5570 0.1042 0.0141
C 1.1428 -1.2979 0.0079
N 0.0814 -0.3183 0.0195
C -1.2389 -0.4468 0.0225
C -2.1722 0.6714 0.0218
H 3.6036 0.4266 -0.0169
H 2.5908 1.9893 0.0133
H 1.2520 -1.8949 -0.8971
H 1.2592 -1.8995 0.9095
H -1.5960 -1.4695 0.0150
H -3.0983 0.3923 0.5211
H -2.4400 0.9129 -1.0147
H -1.7393 1.5704 0.4616

## Properties
**HOMO energy**: -15.0 eV
**Kohn-Sham gap**: 9.85 eV
**Charge**: +1
**2S+1**: 1
**SMILES**: C=C1C/[N+]1=C/C
**DFT total energy**: -6794.5824 eV
**Energy above the lowest of the compared OMol25 structures with the same formula, charge and spin**: 80.9 kcal per mole